{
  "formula": "C32H40N3O14OsSeSi",
  "method": "ωB97M-V/def2-TZVPD",
  "relative_energy_kcal_mol": 4.2,
  "homo_energy_ev": [-11.647, -11.775],
  "homo_lumo_gap_ev": [7.14, 6.16],
  "spin_multiplicity": 5,
  "lumo_ha": [-0.166, -0.206],
  "total_energy_ha": -5242.4546,
  "total_charge": 1,
  "symbols": ["Os", "O", "C", "O", "C", "C", "C", "C", "C", "N", "C", "O", "O", "H", "H", "H", "H", "H", "O", "C", "O", "C", "C", "C", "C", "C", "C", "N", "O", "O", "N", "O", "O", "H", "H", "H", "C", "C", "C", "C", "O", "Si", "O", "O", "C", "C", "C", "C", "O", "C", "C", "C", "C", "H", "H", "H", "H", "H", "H", "H", "H", "H", "H", "H", "H", "H", "H", "H", "H", "H", "H", "H", "H", "H", "H", "H", "H", "H", "H", "H", "Se", "C", "C", "C", "C", "C", "C", "H", "H", "H", "H", "H"],
  "positions_angstrom": [[-0.4752, -0.0435, -0.2220], [-1.6429, -2.5415, -3.7585], [-1.2157, -1.9384, -2.6707], [-0.6841, -0.8493, -2.6529], [-1.4088, -2.7355, -1.4247], [-1.8310, -4.0506, -1.4483], [-1.8904, -4.7523, -0.2536], [-1.4874, -4.1167, 0.9075], [-1.0652, -2.7978, 0.8466], [-1.0666, -2.0995, -0.2960], [-0.5943, -2.0400, 2.0627], [-0.2072, -2.7153, 3.1198], [-0.7144, -0.8330, 2.0947], [-1.4824, -2.0006, -4.5464], [-2.0917, -4.5087, -2.3902], [-2.2323, -5.7776, -0.2315], [-1.5139, -4.6405, 1.8526], [0.1636, -3.5749, 2.8828], [1.6819, -2.5630, 0.8941], [2.0956, -1.8506, -0.0222], [1.5368, -0.7838, -0.4718], [3.3555, -2.2931, -0.7245], [3.8447, -3.5641, -0.4614], [4.9556, -4.0152, -1.1479], [5.6232, -3.2242, -2.0611], [5.1189, -1.9603, -2.3063], [3.9822, -1.4872, -1.6685], [5.8145, -1.1047, -3.2818], [6.8206, -1.5463, -3.7903], [5.3251, -0.0165, -3.5154], [5.4219, -5.3921, -0.9178], [6.5300, -5.6786, -1.3153], [4.6539, -6.1437, -0.3477], [3.3573, -4.1988, 0.2629], [6.4974, -3.5883, -2.5805], [3.5862, -0.5137, -1.9076], [3.9971, 4.4526, -0.5463], [3.4274, 3.0606, -0.2736], [3.0532, 2.3999, -1.6014], [4.4325, 2.2209, 0.5085], [2.2859, 3.2048, 0.5668], [0.6906, 3.2368, 0.3605], [0.0637, 1.7300, 0.1139], [0.3719, 4.1978, -0.9025], [-0.7070, 4.3543, -1.8255], [-2.0444, 4.2869, -1.0978], [-0.6218, 3.2660, -2.8984], [-0.5233, 5.7295, -2.4608], [0.0140, 3.8487, 1.6957], [0.1981, 3.6463, 3.1100], [-0.4944, 4.8335, 3.7746], [1.6718, 3.6217, 3.5036], [-0.4758, 2.3351, 3.5181], [4.8670, 4.3685, -1.1984], [4.2908, 4.9309, 0.3881], [3.2383, 5.0680, -1.0308], [3.9532, 2.1522, -2.1600], [2.4436, 3.0809, -2.1967], [2.4665, 1.4999, -1.4077], [5.3147, 2.0254, -0.0990], [3.9696, 1.2756, 0.8014], [4.7353, 2.7423, 1.4168], [-2.2079, 3.2758, -0.7293], [-2.8576, 4.5624, -1.7691], [-2.0379, 4.9608, -0.2400], [-0.5358, 2.2864, -2.4268], [0.2577, 3.4187, -3.5249], [-1.5135, 3.2878, -3.5262], [-0.5869, 6.4979, -1.6905], [-1.2986, 5.9040, -3.2072], [0.4569, 5.7925, -2.9326], [0.0159, 5.7549, 3.4942], [-0.4738, 4.7234, 4.8587], [-1.5278, 4.8966, 3.4317], [2.1825, 4.4987, 3.1076], [2.1652, 2.7361, 3.1058], [1.7573, 3.6205, 4.5901], [-1.5619, 2.4298, 3.4618], [-0.2009, 2.0675, 4.5379], [-0.1577, 1.5318, 2.8513], [-2.7690, 0.4537, -0.7494], [-3.6748, 1.5011, 0.5355], [-5.0445, 1.6956, 0.3506], [-5.7444, 2.4679, 1.2583], [-5.0794, 3.0543, 2.3297], [-3.7169, 2.8475, 2.5133], [-3.0070, 2.0655, 1.6226], [-5.5476, 1.2375, -0.4917], [-6.8052, 2.6262, 1.1218], [-5.6262, 3.6789, 3.0230], [-3.2095, 3.3073, 3.3510], [-1.9454, 1.8944, 1.7494]],
  "forces_ev_per_angstrom": [[1.3, 0.8, 0.0], [-0.1, -0.3, 0.0], [0.2, 0.4, -0.2], [-0.1, -0.1, 0.0], [0.0, -0.1, 0.0], [0.0, 0.0, 0.0], [0.0, 0.1, 0.0], [0.0, 0.0, -0.1], [0.2, -0.1, 0.1], [0.2, -0.5, 0.2], [-0.4, 0.1, -0.1], [0.0, 0.1, 0.0], [0.1, 0.0, -0.2], [0.1, 0.2, 0.0], [0.0, 0.0, 0.0], [0.0, 0.0, 0.0], [0.0, 0.0, 0.0], [0.1, -0.1, 0.0], [-0.4, 0.3, -0.1], [0.2, -0.8, 0.4], [-1.0, 0.8, -0.1], [0.0, 0.3, -0.3], [0.0, -0.1, 0.1], [-0.2, 0.3, 0.0], [0.2, -0.1, -0.1], [-0.2, -0.2, 0.4], [0.1, 0.0, -0.1], [0.0, 0.2, -0.2], [-0.1, 0.0, 0.0], [0.0, -0.1, 0.1], [0.1, -0.2, 0.1], [-0.2, 0.0, 0.0], [0.1, 0.1, -0.1], [0.0, 0.0, 0.0], [0.0, 0.0, 0.0], [0.0, 0.1, 0.0], [-0.2, -0.2, 0.1], [0.4, 0.2, -0.3], [-0.2, 0.1, 0.3], [-0.3, 0.0, -0.1], [-0.2, -0.2, 0.3], [0.4, 0.9, 0.1], [-0.3, -1.3, -0.2], [0.0, -0.2, 0.0], [-0.2, 0.2, -0.3], [0.3, 0.0, 0.1], [0.1, 0.1, 0.2], [0.0, -0.2, 0.2], [-0.1, -0.1, 0.0], [-0.1, 0.1, 0.3], [0.1, -0.1, -0.2], [-0.1, 0.0, -0.3], [0.1, 0.2, 0.0], [0.0, 0.1, 0.0], [0.0, 0.0, 0.0], [0.0, 0.0, 0.0], [0.0, -0.1, -0.1], [0.0, 0.0, 0.0], [0.1, -0.2, -0.1], [0.1, 0.0, 0.0], [0.1, -0.1, -0.1], [0.0, 0.0, 0.0], [-0.1, 0.0, 0.0], [0.0, 0.0, 0.0], [0.0, 0.0, 0.0], [-0.1, -0.1, 0.0], [0.0, 0.0, 0.0], [0.0, 0.0, 0.0], [0.0, 0.0, 0.0], [0.0, 0.0, 0.0], [0.0, 0.0, 0.0], [0.0, 0.0, 0.1], [0.0, 0.0, 0.0], [0.0, 0.0, 0.0], [0.0, 0.0, 0.0], [0.1, 0.0, 0.0], [0.0, 0.0, 0.0], [0.5, -0.1, 0.3], [0.0, 0.0, 0.0], [0.1, -0.1, 0.1], [-0.3, -0.2, 0.0], [0.2, 0.1, 0.3], [0.1, -0.2, -0.2], [0.0, 0.1, 0.0], [0.0, 0.0, 0.0], [-0.2, 0.1, 0.0], [0.0, -0.2, -0.3], [0.0, 0.0, 0.0], [0.0, 0.0, 0.0], [0.0, 0.0, 0.0], [-0.1, 0.0, 0.0], [-0.3, 0.1, -0.2]],
  "lowdin_charge": [1.4500, 0.1805, -0.4824, 0.0224, -0.1641, 0.0601, 0.0261, 0.0532, -0.1586, -0.0216, -0.4736, 0.1914, 0.0497, 0.1634, 0.1376, 0.1336, 0.1380, 0.1363, 0.0553, -0.5375, -0.1552, -0.0848, 0.0810, -0.1032, 0.0998, -0.0974, 0.0886, -0.3455, 0.1080, 0.0860, -0.3472, 0.1090, 0.0890, 0.1317, 0.1391, 0.1132, -0.0112, -0.6218, -0.0168, -0.0143, -0.0804, 0.0575, -0.4032, -0.0692, -0.6267, -0.0169, -0.0189, -0.0187, -0.0725, -0.6060, -0.0165, -0.0248, -0.0220, 0.0946, 0.0907, 0.0867, 0.0871, 0.0802, 0.0628, 0.0901, 0.0835, 0.0892, 0.0322, 0.0990, 0.1020, 0.0481, 0.0894, 0.0940, 0.0934, 0.0920, 0.0895, 0.0946, 0.0944, 0.0744, 0.0957, 0.0827, 0.0941, 0.0406, 0.1037, 0.0655, 0.9413, -0.5868, -0.1191, -0.0594, -0.0390, -0.0475, -0.1154, 0.1029, 0.1148, 0.1159, 0.0988, 0.0538]
}